A molecular structure, C5H10O2 in a non-equilibrium geometry, computed with the ωB97M-V functional and the def2-TZVPD basis.

Highest occupied orbital energy: -8.49 eV
ΔE to the lowest compared entry with this formula, charge and spin: 444.7 kJ/mol
LUMO: 0.84 eV
Orbital gap: 9.3309 eV

Positions of all 17 atoms, in Å:
O1 2.36 0.20 0.93
C1 1.47 -0.60 0.18
C2 0.06 -0.22 0.60
C3 -0.36 1.22 0.30
C4 -1.86 1.09 0.13
O2 -2.06 -0.34 -0.22
C5 -1.02 -1.09 -0.02
H1 3.26 -0.01 0.64
H2 1.58 -0.42 -0.90
H3 1.63 -1.67 0.35
H4 -0.02 -0.42 1.68
H5 -0.09 1.92 1.10
H6 0.11 1.56 -0.63
H7 -2.30 1.67 -0.68
H8 -2.43 1.27 1.05
H9 0.01 -2.03 -2.61
H10 -0.37 -2.12 -1.89

=====

2 unconnected molecules or ions with the total composition C3H2O4 in a non-equilibrium geometry, computed with the ωB97M-V functional and the def2-TZVPD basis.

Highest occupied orbital energy: -10.40 eV
SMILES string: O=CC=O.O=C=O
ΔE to the lowest compared entry with this formula, charge and spin: 104.0 kJ/mol
LUMO: -1.01 eV
Orbital gap: 9.3834 eV

Positions of all 9 atoms, in Å:
C1 -0.23 -0.15 1.42
C2 0.50 -0.78 0.31
C3 -0.27 0.90 -1.73
O1 0.28 0.71 2.08
O2 0.06 -1.48 -0.53
O3 -1.36 0.74 -1.78
O4 0.85 0.97 -1.64
H1 -1.36 -0.25 1.53
H2 1.52 -0.66 0.35

=====

A molecular structure, C35H33GeMnN9O3, computed with the ωB97M-V functional and the def2-TZVPD basis.

Charge: -2
Highest occupied orbital energy (spin up / spin down): 0.65 / -1.39 eV
ΔE to the lowest compared entry with this formula, charge and spin: 40.1 kJ/mol
LUMO (spin up / spin down): 4.04 / 4.04 eV
Orbital gap (spin up / spin down): 3.3919 / 5.4285 eV
Multiplicity: 6

Positions of all 82 atoms, in Å:
Mn1 0.23 0.52 0.76
C1 -1.55 1.34 -3.15
C2 -0.89 1.52 -1.95
N1 -0.84 0.64 -0.97
C3 -1.67 -0.55 -1.10
C4 -1.99 -0.83 -2.56
N2 -1.99 0.06 -3.48
C5 -0.91 -1.74 -0.49
C6 -1.29 -3.05 -0.60
C7 -0.55 -4.07 0.08
C8 0.56 -3.62 0.85
C9 0.88 -2.27 0.92
N3 0.15 -1.36 0.24
C10 1.94 -1.64 1.71
C11 2.93 -2.32 2.39
N4 3.90 -1.75 3.11
C12 3.83 -0.37 3.13
C13 2.88 0.34 2.47
N5 1.91 -0.23 1.73
C14 -0.93 -5.44 -0.01
C15 -1.92 -5.93 -0.92
C16 -2.23 -7.27 -0.96
N6 -1.68 -8.23 -0.18
C17 -0.76 -7.77 0.69
C18 -0.37 -6.46 0.82
H1 -1.50 2.07 -3.94
H2 -0.30 2.43 -1.80
H3 -2.20 -1.86 -2.84
H4 -2.17 -3.30 -1.17
H5 1.17 -4.32 1.40
H6 2.95 -3.40 2.33
H7 4.59 0.15 3.71
H8 2.87 1.43 2.50
H9 -2.41 -5.27 -1.61
H10 -2.97 -7.61 -1.68
H11 -0.32 -8.52 1.34
H12 0.36 -6.21 1.58
O1 -1.20 -0.16 2.31
C19 -2.23 -0.20 3.02
C20 -2.29 -0.99 4.22
C21 -3.38 -0.95 5.06
C22 -4.51 -0.15 4.77
C23 -4.50 0.59 3.61
C24 -3.41 0.54 2.73
C25 -3.45 1.35 1.53
N7 -3.19 1.01 0.27
C26 -3.38 2.12 -0.55
C27 -3.74 3.14 0.24
N8 -3.82 2.64 1.53
H13 -1.43 -1.60 4.45
H14 -3.37 -1.56 5.95
H15 -5.36 -0.12 5.44
H16 -5.36 1.19 3.35
H17 -3.19 2.06 -1.61
H18 -3.95 4.17 0.01
H19 -3.65 3.18 2.37
O2 -1.30 3.13 2.56
C28 -0.39 3.45 1.81
C29 0.01 4.91 1.60
C30 0.97 4.85 0.42
C31 1.24 3.35 0.29
O3 2.10 2.90 -0.45
N9 0.39 2.62 1.07
H20 0.48 5.26 2.52
H21 -0.88 5.52 1.44
H22 1.90 5.40 0.54
H23 0.50 5.18 -0.51
C32 -6.06 -0.24 0.22
Ge1 -4.72 -0.90 -1.06
C33 -5.19 -0.14 -2.80
C34 -4.90 -2.84 -1.14
C35 -3.00 -0.37 -0.23
H24 -7.04 -0.64 -0.04
H25 -6.12 0.85 0.20
H26 -5.81 -0.56 1.23
H27 -6.28 -0.14 -2.89
H28 -4.74 -0.72 -3.60
H29 -4.82 0.88 -2.89
H30 -5.95 -3.09 -1.30
H31 -4.57 -3.29 -0.20
H32 -4.31 -3.27 -1.95
H33 -2.93 -1.00 0.65

=====

2 unconnected molecules or ions with the total composition C11H24F6N4O6P4S in a non-equilibrium geometry, computed with the ωB97M-V functional and the def2-TZVPD basis.

Highest occupied orbital energy: -8.79 eV
LUMO: -3.65 eV
Orbital gap: 5.1404 eV

Positions of all 56 atoms, in Å:
C1 4.67 -3.30 1.34
C2 5.25 -2.23 0.70
C3 4.48 -1.14 0.23
N1 3.16 -1.16 0.28
C4 2.74 -0.03 -0.31
N2 1.49 0.33 -0.45
C5 0.35 -0.45 0.07
C6 -0.37 0.37 1.14
C7 -1.80 -0.08 1.40
P1 -2.96 0.33 0.06
O1 -4.03 1.17 0.56
O2 -2.09 0.96 -1.15
C8 -2.51 2.27 -1.60
C9 -1.83 3.37 -0.82
O3 -3.52 -1.07 -0.44
C10 -2.80 -1.91 -1.34
C11 -3.74 -3.03 -1.81
N3 3.81 0.72 -0.76
P2 3.77 2.24 -1.61
S1 4.01 2.12 -3.49
N4 4.95 0.00 -0.37
P3 6.63 0.33 -0.57
O4 7.27 -0.61 -1.47
O5 7.18 0.31 0.92
O6 6.71 1.85 -0.97
H1 4.21 -3.24 2.32
H2 4.73 -4.28 0.87
H3 6.32 -2.26 0.53
H4 1.23 1.17 -0.93
H5 0.74 -1.35 0.52
H6 -0.31 -0.70 -0.76
H7 -0.35 1.41 0.81
H8 0.25 0.34 2.05
H9 -1.80 -1.16 1.58
H10 -2.17 0.43 2.28
H11 -3.59 2.37 -1.61
H12 -2.17 2.33 -2.64
H13 -2.28 3.52 0.16
H14 -0.78 3.10 -0.68
H15 -1.82 4.30 -1.39
H16 -1.94 -2.37 -0.83
H17 -2.43 -1.35 -2.20
H18 -4.63 -3.01 -1.18
H19 -4.03 -2.86 -2.85
H20 -3.26 -3.99 -1.73
H21 2.50 2.69 -1.22
H22 4.66 3.03 -0.89
H23 7.80 -0.42 1.04
H24 6.73 2.42 -0.19
F1 -5.29 -0.20 2.85
P4 -6.92 -0.21 2.48
F2 -7.92 1.03 2.95
F3 -6.99 -0.64 4.08
F4 -6.47 -1.32 1.33
F5 -6.51 0.92 1.37
F6 -8.33 -1.08 2.35

=====

Number 1: E -9438.434 eV. Number 2: E -11332.051 eV. Number 3: E -144222.088 eV. Number 4: E -94340.711 eV.